1.
A 19-piece molecular cluster, C31H55Cl45 overall, computed with ωB97M-V with the def2-TZVPD basis set.

Results
Frontier orbital gap ... 10.372 eV
Lowest unoccupied orbital energy ... 0.116 eV
Electronic energy ... -21922.823988 hartree
Largest force on an atom ... 2.5 eV/A

CARTESIAN COORDINATES (ANGSTROEM)
Cl (-0.857, 4.244, 2.926)
C (-0.265, 5.888, 3.296)
C (0.042, 6.700, 2.010)
Cl (1.164, 6.047, 0.818)
H (0.675, 5.889, 3.848)
H (-1.016, 6.403, 3.896)
H (0.549, 7.614, 2.318)
H (-0.906, 6.927, 1.522)
Cl (-1.338, -2.572, 5.060)
C (0.040, -3.664, 4.751)
C (0.850, -3.444, 3.435)
Cl (-0.032, -3.832, 1.866)
H (-0.273, -4.709, 4.763)
H (0.600, -3.571, 5.681)
H (1.696, -4.128, 3.505)
H (1.180, -2.405, 3.436)
Cl (-4.809, -4.913, -6.350)
C (-3.132, -4.476, -6.928)
C (-2.284, -3.844, -5.822)
Cl (-0.664, -3.500, -6.422)
H (-3.137, -3.878, -7.840)
H (-2.579, -5.394, -7.128)
H (-2.288, -4.392, -4.880)
H (-2.740, -2.893, -5.545)
Cl (-5.164, 1.493, 2.791)
C (-4.350, 2.940, 3.510)
C (-5.283, 4.152, 3.723)
Cl (-6.327, 3.846, 5.056)
H (-3.584, 3.191, 2.776)
H (-3.829, 2.526, 4.373)
H (-5.874, 4.241, 2.811)
H (-4.796, 5.116, 3.869)
Cl (2.238, 0.136, 4.927)
C (3.688, -0.759, 5.327)
C (4.664, 0.118, 5.966)
Cl (6.106, -0.866, 6.377)
H (4.016, -1.327, 4.456)
H (3.385, -1.453, 6.111)
H (4.341, 0.590, 6.894)
H (5.078, 0.888, 5.316)
Cl (-1.976, 0.452, -6.020)
C (-2.208, 0.151, -4.264)
C (-3.499, 0.774, -3.728)
Cl (-3.426, 1.159, -1.995)
H (-1.277, 0.536, -3.849)
H (-2.219, -0.930, -4.124)
H (-4.249, 0.000, -3.888)
H (-3.706, 1.716, -4.236)
Cl (1.834, -0.747, 0.610)
C (0.189, -0.165, 1.025)
C (-0.753, 0.239, -0.154)
Cl (-0.721, -1.033, -1.391)
H (0.377, 0.723, 1.629)
H (-0.157, -0.925, 1.726)
H (-0.428, 1.196, -0.561)
H (-1.794, 0.266, 0.169)
Cl (-4.498, -1.711, 0.432)
C (-5.211, -2.100, 2.022)
C (-4.317, -2.805, 3.055)
Cl (-3.990, -4.446, 2.443)
H (-6.148, -2.639, 1.882)
H (-5.457, -1.140, 2.474)
H (-4.802, -2.940, 4.022)
H (-3.339, -2.324, 3.052)
Cl (5.602, 1.836, -0.877)
C (4.089, 1.413, -1.754)
C (4.024, -0.095, -2.009)
Cl (5.352, -0.624, -3.026)
H (4.154, 1.943, -2.704)
H (3.212, 1.769, -1.214)
H (3.060, -0.331, -2.460)
H (4.102, -0.569, -1.031)
Cl (9.634, -1.365, 1.688)
C (8.499, -0.432, 0.695)
C (7.386, 0.240, 1.633)
Cl (6.142, -0.879, 2.172)
H (8.064, -1.125, -0.025)
H (9.116, 0.276, 0.142)
H (6.740, 0.951, 1.118)
H (7.911, 0.688, 2.476)
Cl (-7.155, 2.362, -3.252)
C (-7.924, 1.807, -1.664)
C (-6.794, 1.526, -0.629)
Cl (-6.204, 3.086, 0.056)
H (-8.493, 0.901, -1.872)
H (-8.658, 2.541, -1.332)
H (-6.000, 0.906, -1.046)
H (-7.244, 0.966, 0.190)
Cl (3.570, -6.655, -4.339)
C (2.583, -5.362, -5.013)
C (2.251, -4.216, -4.090)
Cl (3.691, -3.238, -3.672)
H (1.625, -5.753, -5.358)
H (3.138, -5.001, -5.879)
H (1.926, -4.705, -3.172)
H (1.517, -3.514, -4.486)
C (-2.051, -4.674, -0.916)
Cl (-3.495, -4.504, -1.907)
Cl (-0.569, -4.599, -1.801)
Cl (-2.207, -6.213, -0.045)
H (-1.995, -3.808, -0.257)
C (4.422, 3.732, 2.387)
Cl (3.213, 3.288, 1.128)
Cl (5.277, 2.379, 3.111)
Cl (3.633, 4.690, 3.708)
H (5.196, 4.359, 1.944)
C (1.375, 4.588, -2.889)
Cl (0.590, 3.099, -2.199)
Cl (1.333, 4.539, -4.687)
Cl (3.091, 4.690, -2.301)
H (0.846, 5.498, -2.604)
C (-2.044, 0.854, 6.699)
Cl (-3.339, 0.015, 5.911)
Cl (-2.617, 1.811, 8.101)
Cl (-1.224, 1.858, 5.418)
H (-1.318, 0.112, 7.029)
C (1.694, -0.289, -6.201)
Cl (1.034, -0.500, -4.542)
Cl (2.467, -1.839, -6.759)
Cl (2.900, 0.977, -6.122)
H (0.896, 0.002, -6.884)
C (-2.885, 4.753, -1.870)
Cl (-1.604, 6.113, -2.043)
Cl (-4.424, 5.289, -2.580)
Cl (-2.925, 4.378, -0.137)
H (-2.587, 3.874, -2.442)
C (5.011, -3.923, -0.535)
Cl (4.865, -5.435, -1.427)
Cl (6.746, -3.537, -0.388)
Cl (4.234, -4.087, 1.049)
H (4.545, -3.081, -1.048)

2.
C23H34BrN5O2Se2Si2W as an isolated structure, computed with ωB97M-V with the def2-TZVPD basis set.

Results
Frontier orbital gap ... 5.898 eV
Lowest unoccupied orbital energy ... -1.897 eV
Electronic energy ... -9344.206450 hartree
Relative energy (zero: lowest compared OMol25 entry of this formula, charge and spin) ... 34.3 kcal/mol
Largest force on an atom ... 0.7 eV/A

CARTESIAN COORDINATES (ANGSTROEM)
W (-0.207, -0.275, -0.104)
C (-3.434, 2.340, -4.345)
C (-2.210, 2.743, -3.572)
C (-1.973, 4.068, -3.161)
C (-0.854, 4.382, -2.428)
C (0.112, 3.426, -2.016)
Br (-0.883, 1.599, 1.383)
N (-0.218, 2.177, -2.428)
C (-1.289, 1.815, -3.187)
H (-3.867, 3.196, -4.861)
H (-4.196, 1.933, -3.676)
H (-3.202, 1.576, -5.088)
H (-2.684, 4.839, -3.441)
H (-0.689, 5.413, -2.142)
H (-1.379, 0.767, -3.428)
C (-3.192, -1.260, 2.510)
C (-1.759, -1.566, 2.795)
C (-1.367, -2.076, 4.025)
C (-0.020, -2.267, 4.304)
C (0.938, -1.955, 3.361)
C (0.479, -1.490, 2.136)
N (-0.825, -1.332, 1.863)
N (1.210, -1.034, 1.060)
Si (2.826, -1.761, 0.692)
C (2.605, -3.605, 0.898)
C (3.260, -1.416, -1.082)
C (4.112, -1.103, 1.860)
H (-3.801, -1.495, 3.381)
H (-3.556, -1.823, 1.652)
H (-3.300, -0.204, 2.263)
H (-2.123, -2.303, 4.763)
H (0.281, -2.642, 5.274)
H (1.994, -2.035, 3.566)
H (1.783, -3.975, 0.282)
H (2.422, -3.904, 1.930)
H (3.519, -4.104, 0.566)
H (2.390, -1.417, -1.740)
H (3.916, -2.221, -1.423)
H (3.802, -0.477, -1.196)
H (4.000, -1.487, 2.875)
H (4.084, -0.015, 1.885)
H (5.098, -1.417, 1.503)
O (0.099, -0.132, -2.055)
C (0.759, 1.110, -2.041)
C (2.067, 1.282, -2.817)
C (2.958, 1.999, -1.796)
C (2.364, 1.648, -0.434)
O (2.919, 1.706, 0.635)
N (1.090, 1.169, -0.657)
H (1.908, 1.864, -3.722)
H (2.452, 0.300, -3.085)
H (2.902, 3.081, -1.907)
H (4.002, 1.693, -1.822)
C (-3.363, -3.642, -0.720)
Si (-3.678, -2.028, -1.598)
C (-3.232, -2.106, -3.406)
C (-5.485, -1.578, -1.402)
Se (-2.671, -0.164, -0.686)
H (-4.041, -4.379, -1.162)
H (-3.595, -3.579, 0.345)
H (-2.347, -4.012, -0.833)
H (-3.761, -2.926, -3.899)
H (-2.160, -2.261, -3.550)
H (-3.515, -1.170, -3.892)
H (-6.113, -2.298, -1.934)
H (-5.688, -0.586, -1.809)
H (-5.785, -1.576, -0.352)
Se (0.133, -4.010, -3.026)
C (-0.131, -2.956, -1.665)
N (-0.326, -2.277, -0.722)

3.
C5H4O as an isolated structure, computed with ωB97M-V with the def2-TZVPD basis set.

Results
Frontier orbital gap ... 9.423 eV
Lowest unoccupied orbital energy ... -0.485 eV
Electronic energy ... -267.873116 hartree
Relative energy (zero: lowest compared OMol25 entry of this formula, charge and spin) ... 150.1 kcal/mol
Largest force on an atom ... 4.6 eV/A

CARTESIAN COORDINATES (ANGSTROEM)
C (-1.090, -0.828, 0.096)
C (-2.141, -1.522, 0.032)
C (0.292, -0.437, 0.224)
C (1.546, -0.651, 0.409)
C (-1.439, 0.746, -0.233)
O (-0.317, 1.279, 0.445)
H (2.356, 0.043, 0.589)
H (2.083, -1.527, 0.363)
H (-1.372, 0.912, -1.299)
H (-2.506, 1.060, 0.072)

4.
A 2-piece molecular cluster, C18H26F3N3O2S overall, computed with ωB97M-V with the def2-TZVPD basis set.

Results
Frontier orbital gap ... 6.825 eV
Lowest unoccupied orbital energy ... -7.251 eV
Net charge ... +2
Electronic energy ... -1713.447776 hartree
Largest force on an atom ... 0.9 eV/A

CARTESIAN COORDINATES (ANGSTROEM)
C (-6.594, 2.274, -0.463)
C (-6.199, 0.867, -0.894)
N (-5.426, 0.816, -2.160)
N (-4.041, 0.630, -1.991)
C (-3.609, -0.634, -2.126)
C (-2.277, -0.931, -1.976)
C (-1.371, 0.095, -1.712)
C (0.081, -0.182, -1.580)
C (0.555, -1.123, -0.671)
C (1.912, -1.311, -0.547)
N (2.766, -0.612, -1.306)
C (4.221, -0.758, -1.047)
C (4.584, 0.113, 0.145)
O (4.198, 1.435, -0.187)
C (3.958, 2.321, 0.882)
C (2.469, 2.526, 1.019)
F (2.164, 3.327, 2.052)
F (1.918, 3.048, -0.113)
F (1.815, 1.339, 1.226)
C (2.337, 0.298, -2.192)
C (0.998, 0.533, -2.352)
C (-1.853, 1.400, -1.587)
C (-3.197, 1.641, -1.716)
H (-6.781, 2.296, 0.608)
H (-7.509, 2.591, -0.957)
H (-5.821, 3.009, -0.685)
H (-5.605, 0.372, -0.128)
H (-7.086, 0.259, -1.049)
H (-5.545, 1.656, -2.715)
H (-4.361, -1.368, -2.371)
H (-1.946, -1.951, -2.101)
H (-0.115, -1.676, -0.031)
H (2.346, -1.964, 0.199)
H (4.427, -1.805, -0.844)
H (4.743, -0.446, -1.945)
H (4.069, -0.244, 1.042)
H (5.661, 0.050, 0.310)
H (4.343, 1.948, 1.830)
H (4.418, 3.283, 0.666)
H (3.089, 0.837, -2.748)
H (0.678, 1.271, -3.074)
H (-1.183, 2.219, -1.368)
H (-3.633, 2.623, -1.610)
C (0.568, -3.305, 2.868)
S (1.785, -2.044, 3.258)
O (2.828, -2.128, 2.178)
C (2.461, -2.875, 4.689)
H (0.054, -3.012, 1.954)
H (1.069, -4.261, 2.724)
H (-0.154, -3.366, 3.682)
H (2.834, -3.855, 4.394)
H (1.681, -2.962, 5.444)
H (3.275, -2.264, 5.072)